No. 1
{"formula": "C4H2O4Tl", "method": "wB97M-V/def2-TZVPD", "multiplicity": 2, "homo_lumo_gap_ha": [0.2981, 0.2724], "species": ["C", "C", "O", "C", "O", "H", "H", "C", "O", "O", "Tl"], "positions_angstrom": [[-0.8515, -0.6068, -0.4286], [-1.1533, 0.8696, -0.2754], [-2.6526, 0.4602, -0.4431], [-2.1701, -0.8118, -0.4890], [0.2628, -1.3551, -0.2759], [-0.8936, 1.5139, -1.1239], [-1.0774, 1.3191, 0.7208], [1.3747, -0.7519, 0.2710], [1.2762, 0.4579, 0.5912], [2.4130, -1.4314, 0.2405], [3.4719, 0.3363, 1.2125]], "forces_ev_per_angstrom": [[-0.4, 0.5, 0.8], [-1.5, -0.5, -0.2], [0.9, 0.3, -0.1], [0.5, 0.3, -0.1], [0.7, -0.3, 0.2], [-0.1, -0.1, 0.4], [0.1, -0.2, -0.5], [-1.8, -0.3, -2.1], [-0.4, 0.1, 0.4], [-0.2, -0.8, 0.2], [2.1, 1.0, 0.9]], "lowdin_spin": [0.079, 0.054, 0.136, 0.725, -0.003, 0.008, 0.004, -0.001, 0.000, -0.002, 0.000]}

---

No. 2
{"formula": "C42H64ClN3O14S2", "method": "wB97M-V/def2-TZVPD", "multiplicity": 1, "homo_lumo_gap_ha": 0.2537, "species": ["C", "C", "C", "C", "N", "C", "C", "C", "C", "C", "C", "N", "C", "C", "C", "C", "O", "C", "O", "N", "C", "Cl", "C", "C", "O", "O", "C", "S", "S", "C", "C", "C", "H", "H", "H", "H", "H", "H", "H", "H", "H", "H", "H", "H", "H", "H", "H", "H", "H", "H", "H", "H", "H", "H", "H", "H", "H", "H", "H", "H", "H", "H", "H", "H", "H", "H", "O", "C", "O", "C", "C", "C", "H", "H", "H", "H", "H", "H", "O", "C", "O", "C", "C", "C", "H", "H", "H", "H", "H", "H", "O", "C", "O", "C", "C", "C", "H", "H", "H", "H", "H", "H", "O", "C", "O", "C", "C", "C", "H", "H", "H", "H", "H", "H", "O", "C", "O", "C", "C", "C", "H", "H", "H", "H", "H", "H"], "positions_angstrom": [[-0.3940, -5.3544, 5.5752], [-1.0013, -4.1403, 4.7640], [-0.0613, -3.6817, 3.5366], [1.1297, -2.8455, 4.1684], [1.2652, -1.4575, 3.6686], [0.0625, -0.6298, 3.9194], [0.4604, 0.4145, 5.0789], [1.1047, 1.7212, 4.4795], [0.0666, 2.7733, 3.8880], [-1.4124, 2.4925, 4.2376], [-2.4389, 2.0509, 3.2907], [-3.7214, 1.8373, 3.6430], [-4.6661, 1.4285, 2.5403], [-5.4265, 0.0873, 2.8662], [-4.5347, -1.1097, 2.2636], [-5.4587, -2.3872, 2.2095], [-4.9978, -3.3449, 1.2216], [-3.6257, -3.5309, 1.5042], [-2.8225, -3.2574, 0.6580], [-4.3036, 1.9259, 4.8219], [-3.4011, 2.3341, 5.7291], [-4.0843, 2.4909, 7.3948], [-1.9776, 2.6701, 5.5957], [-1.1377, 3.1694, 6.8124], [-0.6426, 4.3038, 6.8429], [-1.0343, 2.3225, 7.7866], [1.7225, -1.3917, 2.3013], [3.3754, -1.2755, 2.0670], [0.6214, -1.3884, 0.8614], [1.5932, -1.2714, -0.6892], [0.9147, -0.3187, -1.7763], [1.0923, 1.2032, -1.3554], [-0.6690, -6.3594, 5.1393], [-0.8047, -5.3680, 6.6312], [0.7242, -5.2678, 5.6827], [-0.9965, -3.2619, 5.4834], [-2.0727, -4.2875, 4.4648], [-0.7316, -3.1032, 2.8505], [0.3086, -4.6517, 3.0895], [1.0942, -2.8210, 5.2954], [2.0959, -3.3765, 3.9092], [-0.2436, 0.0093, 3.0442], [-0.8244, -1.1921, 4.3179], [1.2794, -0.1078, 5.6619], [-0.3724, 0.5883, 5.8116], [1.8336, 2.2044, 5.1944], [1.7459, 1.3865, 3.6053], [0.3165, 3.7906, 4.3055], [0.2069, 2.8392, 2.7701], [-2.1324, 1.8866, 2.2265], [-4.1699, 1.4484, 1.5371], [-5.4455, 2.2505, 2.5218], [-6.4073, 0.1324, 2.3081], [-5.6672, -0.0605, 3.9496], [-3.6471, -1.1962, 2.9474], [-4.2134, -0.7478, 1.2485], [-5.5263, -2.8048, 3.2572], [-6.4752, -2.0374, 1.8675], [-3.3270, -3.9566, 2.5082], [2.6422, -0.8984, -0.5664], [1.6757, -2.3185, -1.1109], [-0.1457, -0.5990, -2.0018], [1.5524, -0.4479, -2.7029], [1.2418, 1.8585, -2.2563], [2.0035, 1.3561, -0.7099], [0.1661, 1.5634, -0.8311], [-6.2721, 1.1694, -1.2266], [-6.1976, 0.0082, -1.5287], [-6.2157, -1.0049, -0.6265], [-5.9970, -2.2578, -1.3028], [-6.3910, -2.0047, -2.7421], [-6.0262, -0.5401, -2.9249], [-4.9441, -2.5276, -1.1986], [-6.6059, -3.0336, -0.8409], [-5.8991, -2.6691, -3.4437], [-7.4677, -2.1306, -2.8589], [-4.9852, -0.4146, -3.2307], [-6.6945, -0.0418, -3.6248], [3.1050, 1.5199, -3.3207], [4.0269, 2.0127, -2.7232], [5.0947, 1.3077, -2.2784], [5.9543, 2.1710, -1.5149], [5.6246, 3.5704, -1.9802], [4.1506, 3.4620, -2.3212], [5.7404, 2.0236, -0.4520], [6.9955, 1.9119, -1.7036], [5.8468, 4.3357, -1.2353], [6.1924, 3.8049, -2.8823], [3.5141, 3.6466, -1.4518], [3.8769, 4.1214, -3.1434], [7.0303, 2.6558, -4.0791], [7.1383, 2.1467, -5.1614], [8.3213, 1.9971, -5.8112], [8.0841, 1.4556, -7.1194], [6.7363, 0.7711, -7.0281], [6.0052, 1.6292, -6.0110], [8.0858, 2.2765, -7.8415], [8.8814, 0.7584, -7.3766], [6.2258, 0.6958, -7.9883], [6.8601, -0.2406, -6.6328], [5.4976, 2.4749, -6.4798], [5.3057, 1.0435, -5.4163], [7.1015, 6.1303, -3.7999], [8.1849, 6.0507, -3.2891], [8.3957, 5.7004, -1.9867], [9.7943, 5.8120, -1.6848], [10.5019, 5.7236, -3.0198], [9.4990, 6.3622, -3.9621], [9.9670, 6.7697, -1.1860], [10.0876, 5.0059, -1.0124], [11.4782, 6.2088, -3.0221], [10.6464, 4.6752, -3.2939], [9.6223, 7.4459, -4.0158], [9.5429, 5.9210, -4.9561], [-7.4443, -3.9492, -4.2857], [-8.0292, -4.8224, -3.7083], [-7.7408, -5.2099, -2.4374], [-8.5467, -6.3449, -2.0870], [-9.7371, -6.2917, -3.0220], [-9.1392, -5.6740, -4.2738], [-7.9502, -7.2508, -2.2239], [-8.8437, -6.2735, -1.0408], [-10.1973, -7.2657, -3.1886], [-10.5005, -5.6246, -2.6127], [-8.7067, -6.4282, -4.9343], [-9.8650, -5.0655, -4.8098]], "forces_ev_per_angstrom": [[-0.6, -0.1, 0.4], [0.8, 0.7, 0.5], [-1.0, -0.9, 2.0], [1.0, -1.0, -0.6], [-1.6, -0.1, -2.1], [-0.4, 1.8, 1.7], [0.8, -0.6, 0.0], [0.3, -0.6, -0.4], [-0.1, 0.3, 0.0], [-2.6, -0.2, 1.4], [2.2, 0.7, 1.3], [0.3, -0.8, -2.9], [-2.0, 0.7, 0.7], [0.8, -0.4, -1.3], [-1.4, 1.1, 0.7], [-0.2, 1.2, 0.2], [1.6, 0.1, 2.0], [-0.2, 0.0, -1.5], [-0.3, -0.5, 0.8], [3.0, 1.1, 1.1], [-0.1, 0.3, 2.0], [0.5, -0.2, -1.9], [-0.1, -0.4, -2.4], [1.0, -1.0, 3.9], [-0.8, -0.4, -1.8], [-0.8, 0.8, -3.2], [2.2, 0.3, -0.5], [-1.3, -0.3, 0.2], [0.0, 0.2, 1.0], [0.4, -0.2, -1.5], [1.3, 0.4, 0.5], [-0.7, 0.0, -0.3], [0.5, 1.1, 0.2], [0.4, 0.1, -1.2], [-1.1, -0.1, -0.3], [-0.3, -0.9, -0.8], [1.0, -0.2, 0.2], [1.1, -0.4, 0.2], [-0.3, 1.3, 0.0], [-0.2, 0.1, -1.1], [-1.0, 0.8, 0.3], [0.3, -1.1, 0.5], [0.8, 0.1, -0.7], [-1.0, 0.6, -0.5], [0.7, 0.1, -0.8], [-1.2, -0.4, -0.6], [-0.6, 0.3, 1.0], [-0.4, -1.0, -0.3], [-0.4, -0.1, 1.1], [-0.7, 0.1, 1.1], [-0.2, -0.3, 1.1], [0.9, -0.8, 0.0], [1.1, -0.1, 0.5], [0.4, 0.4, -0.9], [-0.6, -0.3, -0.8], [-0.3, -0.8, 0.9], [0.0, 0.1, -1.1], [1.1, -0.6, 0.3], [-0.7, 0.4, -0.7], [-1.0, -0.4, 0.5], [-0.2, 1.1, 0.6], [0.9, 0.3, 0.2], [-0.9, -0.1, 0.9], [-0.3, -0.8, 0.9], [-1.0, -0.3, -0.5], [1.0, -0.3, -0.2], [0.0, -0.4, 0.5], [0.3, 0.6, -0.3], [-0.1, 0.4, 0.1], [0.1, -0.5, -0.3], [0.2, 0.3, -0.1], [-0.4, -0.5, 0.1], [-0.1, 0.0, 0.0], [0.1, 0.2, 0.2], [0.0, 0.1, 0.2], [0.1, 0.0, 0.0], [0.0, 0.1, 0.0], [0.3, 0.2, 0.1], [0.7, -0.3, -0.3], [-0.4, 0.1, 0.0], [-0.5, -0.1, -0.2], [0.4, 0.2, 0.3], [0.2, 0.9, 0.2], [0.5, 0.1, -0.1], [-0.1, -0.1, 0.0], [-0.2, -0.2, -0.1], [0.0, -0.1, 0.1], [-0.4, 0.1, 0.7], [-0.2, 0.0, -0.1], [-0.3, -0.1, 0.1], [1.0, -0.6, -1.0], [-0.4, 0.4, 0.2], [-0.2, 0.1, 0.3], [0.1, -0.2, -0.4], [-0.3, -0.3, -0.2], [0.1, -0.5, -0.2], [0.0, 0.0, 0.1], [0.1, 0.2, 0.2], [0.1, 0.0, 0.0], [0.0, 0.1, 0.0], [0.0, 0.0, 0.1], [-0.1, 0.3, 0.1], [0.2, -0.2, 0.6], [-0.5, 0.3, -0.4], [-0.2, 0.1, -0.5], [0.3, 0.0, 0.3], [0.5, -0.1, -0.2], [0.4, -0.4, 0.1], [0.0, 0.0, 0.0], [-0.2, 0.1, 0.0], [-0.1, 0.0, 0.1], [0.0, 0.1, 0.0], [-0.1, 0.0, -0.1], [-0.2, 0.3, 0.0], [-0.3, -0.7, 0.1], [0.2, 0.1, -0.7], [0.0, 0.3, -0.2], [-0.1, -0.3, 0.3], [-0.4, -0.2, -0.1], [-0.4, -0.1, 0.4], [0.0, 0.1, 0.0], [0.2, 0.1, 0.0], [0.1, 0.0, 0.1], [0.1, -0.1, 0.0], [0.0, 0.1, -0.1], [0.3, 0.0, -0.2]], "lowdin_charge": [-0.125, -0.263, -0.175, -0.189, -0.226, -0.198, -0.154, -0.156, -0.118, -0.074, 0.050, -0.132, -0.105, -0.152, -0.168, -0.186, -0.091, -0.313, 0.096, 0.116, -0.505, 0.690, -0.005, -0.702, 0.011, -0.073, -1.042, 0.631, 0.864, -0.496, -0.278, -0.133, 0.074, 0.075, 0.075, 0.095, 0.081, 0.073, 0.119, 0.129, 0.120, 0.088, 0.113, 0.123, 0.097, 0.125, 0.106, 0.128, 0.118, 0.154, 0.130, 0.142, 0.121, 0.116, 0.116, 0.119, 0.137, 0.129, 0.149, 0.046, 0.084, 0.099, 0.102, 0.063, 0.078, 0.063, 0.103, -0.481, 0.007, -0.151, -0.167, -0.064, 0.123, 0.119, 0.108, 0.112, 0.135, 0.129, 0.070, -0.489, 0.023, -0.153, -0.177, -0.060, 0.127, 0.120, 0.121, 0.067, 0.129, 0.132, 0.103, -0.431, 0.035, -0.160, -0.157, -0.063, 0.128, 0.126, 0.119, 0.123, 0.140, 0.126, 0.117, -0.476, 0.019, -0.160, -0.162, -0.078, 0.127, 0.126, 0.117, 0.121, 0.133, 0.127, 0.100, -0.464, 0.026, -0.156, -0.160, -0.073, 0.129, 0.127, 0.119, 0.121, 0.135, 0.129]}

---

No. 3
{"formula": "C5H9N", "method": "wB97M-V/def2-TZVPD", "de_lowest_ev": 1.6605, "multiplicity": 1, "smiles": "C/C=C/CC#N.[H][H]", "homo_lumo_gap_ha": 0.4031, "species": ["C", "C", "C", "C", "C", "N", "H", "H", "H", "H", "H", "H", "H", "H", "H"], "positions_angstrom": [[-0.1510, -1.8294, 1.3388], [-0.7597, -0.6924, 0.5740], [-0.2512, -0.1801, -0.5421], [-0.8711, 0.9722, -1.2952], [0.0640, 2.1000, -1.4107], [0.8237, 2.9697, -1.4937], [0.0389, -1.5423, 2.3794], [0.7984, -2.1433, 0.8935], [-0.8225, -2.6965, 1.3622], [-1.6803, -0.2684, 0.9804], [0.6711, -0.5847, -0.9591], [-1.7771, 1.3216, -0.7881], [-1.1610, 0.6726, -2.3103], [2.6861, 0.7036, 0.8718], [2.3917, 1.1973, 0.3992]], "forces_ev_per_angstrom": [[0.1, -0.1, 0.0], [0.0, 0.1, -0.2], [0.0, -0.1, 0.2], [-0.1, 0.0, 0.0], [0.7, 0.8, -0.1], [-0.8, -0.9, 0.1], [0.0, 0.0, -0.1], [-0.1, 0.0, 0.1], [0.1, 0.2, 0.0], [0.1, 0.0, -0.1], [-0.1, 0.1, 0.1], [0.1, 0.0, -0.1], [0.1, 0.0, 0.1], [0.0, 0.0, 0.0], [0.0, 0.0, 0.0]], "nbo_charge": [-0.642, -0.152, -0.190, -0.537, 0.292, -0.330, 0.222, 0.215, 0.221, 0.192, 0.207, 0.250, 0.253, -0.012, 0.011]}

---

No. 4
{"formula": "C16H14N4O2S2", "method": "wB97M-V/def2-TZVPD", "de_lowest_ev": 4.7961, "multiplicity": 1, "smiles": "O=S(=O)(Nc1ccc(-c2cn3c(n2)SCC3)cc1)c1cccnc1", "homo_lumo_gap_ha": 0.2847, "species": ["O", "S", "O", "N", "C", "C", "C", "C", "C", "C", "N", "C", "N", "S", "C", "C", "C", "C", "C", "C", "C", "C", "N", "C", "H", "H", "H", "H", "H", "H", "H", "H", "H", "H", "H", "H", "H", "H"], "positions_angstrom": [[1.9490, 5.3280, 1.2404], [1.1736, 4.0606, 1.1184], [0.0992, 3.8135, 2.2209], [2.3730, 2.7939, 1.0389], [1.8191, 1.5137, 1.0477], [2.1038, 0.6593, 0.0059], [1.3854, -0.5466, -0.1550], [0.3958, -0.9171, 0.7399], [-0.3961, -2.0589, 0.3039], [-1.0079, -2.8534, 1.2621], [-1.5652, -3.9127, 0.5491], [-1.1834, -3.7095, -0.7293], [-0.6532, -2.5421, -1.0168], [-1.5958, -4.9880, -1.7419], [-2.3133, -6.0075, -0.3425], [-2.1476, -5.2505, 0.8953], [0.2403, -0.1446, 1.8591], [0.9766, 1.0654, 2.1319], [0.6124, 3.8295, -0.5062], [1.2072, 4.2087, -1.6758], [0.5595, 3.8319, -2.8648], [-0.7070, 3.2637, -2.8805], [-1.1968, 2.9262, -1.6958], [-0.6214, 3.2439, -0.5563], [3.2055, 3.0698, 0.5093], [2.9266, 0.8737, -0.6429], [1.6312, -1.1723, -0.9467], [-0.9692, -2.5948, 2.3231], [-3.3335, -6.1727, -0.5458], [-1.7286, -6.9036, -0.4172], [-3.0810, -5.1716, 1.3993], [-1.3634, -5.6831, 1.5177], [-0.5933, -0.3500, 2.5832], [0.7817, 1.7862, 2.8996], [2.2157, 4.6367, -1.7187], [0.9986, 4.2253, -3.7539], [-1.1377, 2.9992, -3.8379], [-1.0597, 2.8494, 0.3823]], "forces_ev_per_angstrom": [[-1.6, -2.8, -0.6], [1.3, 1.8, 4.3], [3.9, 0.4, -4.6], [-1.1, 2.0, 1.8], [-0.4, -1.3, 1.4], [-0.8, -1.8, -0.1], [1.2, 2.4, 1.3], [0.6, 0.4, -2.2], [-1.9, -1.1, 1.3], [0.7, 0.7, -0.8], [0.0, -0.1, 0.9], [-1.0, 1.4, 0.0], [1.5, -0.4, 2.2], [-0.7, -1.6, -1.3], [1.1, 0.3, -2.5], [2.4, 1.8, 1.3], [-0.9, 2.1, 2.8], [0.1, -1.1, -3.5], [-1.4, 0.9, 0.7], [0.8, -0.7, -1.1], [0.4, 1.7, 0.2], [2.1, 0.0, 1.5], [-2.3, -0.6, -0.7], [-0.6, -1.6, 0.1], [-0.7, -0.3, 0.2], [0.1, 0.3, -0.6], [0.2, -1.0, -1.4], [-0.4, -0.9, -0.4], [-1.1, -0.4, -0.4], [-0.1, -0.6, 0.4], [-0.5, 0.4, 0.7], [-0.5, -0.4, 0.4], [0.9, 0.0, -0.7], [-0.3, -0.4, 0.6], [-0.6, 0.1, 0.1], [0.3, -0.2, -0.7], [-0.6, -0.1, 0.3], [0.0, 0.5, -0.8]], "nbo_charge": [-0.902, 2.192, -0.869, -0.834, 0.111, -0.247, -0.147, -0.099, 0.099, -0.117, -0.348, 0.175, -0.466, 0.288, -0.500, -0.218, -0.176, -0.219, -0.393, -0.144, -0.236, 0.058, -0.401, 0.060, 0.424, 0.207, 0.221, 0.232, 0.225, 0.234, 0.217, 0.212, 0.211, 0.252, 0.238, 0.216, 0.209, 0.236]}

---

Number 1: energy -17059.448 eV. Number 2: energy -111915.829 eV. Number 3: energy -6819.334 eV. Number 4: energy -48541.920 eV.